A 2-piece molecular cluster, C3H7NO overall in a non-equilibrium geometry, computed with wB97M-V/def2-TZVPD.

Values from the calculation:
- relative energy (zero: lowest compared OMol25 entry of this formula, charge and spin) (eV) = 2.171
- E_LUMO (alpha / beta) (eV) = -4.91 / -8.95
- electronic energy (eV) = -6750.8492
- gap between HOMO and LUMO (alpha / beta) (eV) = 8.98 / 4.60

ORCA input file:
```
! RIJCOSX wB97M-V def2-TZVPD def2/J DEFGRID3
* xyz 1 2
C 1.6652 -0.4292 0.7376
N 1.1626 -0.4149 1.8631
H 1.8189 0.3981 0.0425
H 2.0684 -1.3003 0.2074
H 1.0798 -1.3184 2.3564
C -1.7697 0.3091 0.0690
C -0.9383 0.7933 -0.9171
O -0.1461 -0.1030 -1.4984
H -2.3319 0.9967 0.7048
H -1.8197 -0.7650 0.2178
H -0.7795 1.7722 -1.3278
H -0.0098 0.0613 -2.4553
*
```

***

C7H11F3N2O2Sn as an isolated structure, computed with wB97M-V/def2-TZVPD.

Values from the calculation:
- E_LUMO (eV) = -11.83
- electronic energy (eV) = -28475.9099
- gap between HOMO and LUMO (eV) = 2.57

ORCA input file:
```
! RIJCOSX wB97M-V def2-TZVPD def2/J DEFGRID3
* xyz 2 1
N 0.3362 2.8124 1.9863
C 0.0670 2.3750 0.5459
C 1.3741 1.7489 0.0839
O 1.7266 0.7506 1.0079
C 1.4752 -0.6247 0.7292
O 2.3391 -1.4049 0.9319
N 0.1577 -0.8376 0.3724
C -0.2976 -2.2430 0.2941
C -0.4055 -2.7405 -1.1441
C -1.1951 -1.8641 -2.0647
F -0.8455 -1.9687 -3.3508
C -2.1904 -1.0354 -1.7996
F -2.6364 -0.7922 -0.5690
F -2.8566 -0.3262 -2.6885
H -0.5691 3.0211 2.4366
H 0.6854 1.9491 2.4440
H -0.2646 3.2098 -0.0719
H -0.7349 1.6399 0.6270
H 1.3210 1.4313 -0.9601
H 2.1781 2.4997 0.1372
H -0.0888 -0.3608 -0.4934
H 0.4051 -2.8686 0.8404
H -1.2586 -2.3061 0.8007
H -0.8485 -3.7402 -1.1282
H 0.5876 -2.8500 -1.5880
Sn 1.5388 4.5251 2.6209
*
```

***

One molecule with the formula C4H2O2 in a non-equilibrium geometry, computed with wB97M-V/def2-TZVPD.

Values from the calculation:
- relative energy (zero: lowest compared OMol25 entry of this formula, charge and spin) (eV) = 4.948
- E_LUMO (alpha / beta) (eV) = -1.05 / -0.53
- electronic energy (eV) = -8267.5805
- gap between HOMO and LUMO (alpha / beta) (eV) = 7.63 / 8.16

ORCA input file:
```
! RIJCOSX wB97M-V def2-TZVPD def2/J DEFGRID3
* xyz 0 1
C -0.3696 0.8536 -0.2038
C -0.6689 -0.5185 -0.3011
C -0.7001 2.1057 -0.3938
C -2.8924 -0.4744 0.1426
O -1.9171 -1.0423 -0.4818
O -3.3540 0.5932 0.3074
H 0.6769 1.1253 0.0537
H 0.0438 -1.2620 0.0208
*
```

***

C4H5CaO5 as an isolated structure in a non-equilibrium geometry, computed with wB97M-V/def2-TZVPD.

Values from the calculation:
- relative energy (zero: lowest compared OMol25 entry of this formula, charge and spin) (eV) = 1.424
- E_LUMO (eV) = -6.42
- electronic energy (eV) = -32895.1485
- gap between HOMO and LUMO (eV) = 2.49

ORCA input file:
```
! RIJCOSX wB97M-V def2-TZVPD def2/J DEFGRID3
* xyz 1 1
O -1.3756 1.2018 0.8930
C -0.6693 2.2941 0.7435
C -0.2627 -0.1123 0.3091
O -1.0109 3.2796 1.4184
O 0.4622 2.1581 0.1367
C 0.5829 0.8633 -0.5162
Ca -2.9289 2.4900 1.9580
H -1.0598 -0.5708 -0.2846
H 0.1616 -0.3000 1.3012
H 0.2106 0.9628 -1.5405
H 1.6461 0.6144 -0.5090
O 1.5774 -3.7036 -1.1067
C 0.5307 -2.8298 -0.9692
O 0.8378 -1.9490 -0.1215
H 1.2979 -4.3985 -1.7121
*
```

***

One molecule with the formula C4H7NO, computed with wB97M-V/def2-TZVPD.

Values from the calculation:
- relative energy (zero: lowest compared OMol25 entry of this formula, charge and spin) (eV) = 3.093
- SMILES = O[C@H]1C[C@H]2N[C@@H]12
- E_LUMO (eV) = 1.03
- electronic energy (eV) = -7796.5514
- gap between HOMO and LUMO (eV) = 10.31

ORCA input file:
```
! RIJCOSX wB97M-V def2-TZVPD def2/J DEFGRID3
* xyz 0 1
O 1.8451 0.5718 0.4675
C 0.9074 0.2255 -0.5011
C 0.2881 -1.1819 -0.3158
C -1.0366 -0.4942 0.0231
N -0.7545 0.6555 1.0650
C -0.4934 0.8493 -0.3357
H 1.3283 0.6120 1.2939
H 1.3124 0.4237 -1.4895
H 0.7167 -1.8019 0.4714
H 0.3439 -1.7403 -1.2656
H -1.9651 -1.0290 0.1921
H -1.5978 1.2109 1.2732
H -0.8946 1.6985 -0.8786
*
```

***

One molecule with the formula C3H5F2P in a non-equilibrium geometry, computed with wB97M-V/def2-TZVPD.

Values from the calculation:
- relative energy (zero: lowest compared OMol25 entry of this formula, charge and spin) (eV) = 2.319
- SMILES = C=CC(F)(F)P
- E_LUMO (eV) = 0.89
- electronic energy (eV) = -17913.7816
- gap between HOMO and LUMO (eV) = 11.03

ORCA input file:
```
! RIJCOSX wB97M-V def2-TZVPD def2/J DEFGRID3
* xyz 0 1
C -0.6675 0.3783 -1.5397
C -0.6857 -0.4983 -0.5884
C 0.5299 -0.6592 0.4075
F 1.8019 -0.2802 -0.1371
F 0.6538 -1.9812 0.6457
P 0.2871 0.2315 2.0406
H -1.5911 0.7030 -2.1021
H 0.3043 0.7992 -1.9761
H -1.5219 -0.9233 -0.1031
H -0.4549 1.1281 1.4266
H 1.3442 1.1020 1.9261
*
```

***

C2H4CeF3O as an isolated structure in a non-equilibrium geometry, computed with wB97M-V/def2-TZVPD.

Values from the calculation:
- relative energy (zero: lowest compared OMol25 entry of this formula, charge and spin) (eV) = 0.000
- E_LUMO (alpha / beta) (eV) = -4.56 / -4.69
- electronic energy (eV) = -25257.3965
- gap between HOMO and LUMO (alpha / beta) (eV) = 6.27 / 8.23

ORCA input file:
```
! RIJCOSX wB97M-V def2-TZVPD def2/J DEFGRID3
* xyz 1 3
C 0.3000 1.0952 -0.2200
F 0.1358 1.0867 -1.5437
F 1.5692 1.4348 0.0530
Ce 1.9545 -2.0806 0.7412
O 0.0217 -0.0991 0.3390
H 2.8975 -1.0069 -0.7437
C -1.3568 -0.5307 0.2793
H -1.7175 -0.4948 -0.7545
H -1.3538 -1.5612 0.6473
H -1.9617 0.1004 0.9377
F -0.4890 2.0562 0.2645
*
```

***

A 2-piece molecular cluster, C15H29BCl3INO4 overall in a non-equilibrium geometry, computed with wB97M-V/def2-TZVPD.

Values from the calculation:
- E_LUMO (eV) = 1.88
- electronic energy (eV) = -72045.3636
- gap between HOMO and LUMO (eV) = 7.36

ORCA input file:
```
! RIJCOSX wB97M-V def2-TZVPD def2/J DEFGRID3
* xyz -1 1
C 1.7917 2.5151 2.5887
O 2.1985 1.2227 2.0943
C 2.0299 1.1441 0.6328
C 3.4993 1.2045 0.0141
C 3.5858 0.9375 -1.5657
C 2.3367 0.1676 -2.1940
C 2.1912 -1.3693 -1.6658
C 0.6085 -1.6523 -1.5741
C 0.2111 -2.8532 -0.5918
C -1.2487 -2.6649 0.0547
C -2.3684 -2.1659 -0.9672
C -3.7654 -1.8622 -0.2353
B -4.0112 -0.2896 0.1618
C -5.5629 -0.2053 0.7711
O -5.7939 -1.1136 1.9041
N -4.8597 -0.9195 2.8760
O -4.5631 -2.0195 3.2802
C -3.8782 0.7682 -1.0921
C -4.3783 2.2450 -0.7903
O -5.0210 2.8387 -1.6949
I -4.0772 3.3205 1.0828
H 2.2226 2.6147 3.6499
H 2.1924 3.3859 1.9709
H 0.6549 2.5199 2.7114
H 1.4652 0.1769 0.4436
H 1.3619 2.0140 0.3311
H 4.1546 0.4540 0.5531
H 3.8710 2.2831 0.1789
H 3.7403 1.9341 -2.1245
H 4.5423 0.3356 -1.7634
H 1.3546 0.7451 -2.1356
H 2.5597 0.0612 -3.3222
H 2.7072 -1.3938 -0.6498
H 2.7092 -2.0645 -2.4158
H 0.1391 -0.7018 -1.1203
H 0.1767 -1.8160 -2.6126
H 0.9534 -2.8596 0.2860
H 0.3556 -3.8398 -1.1394
H -1.5637 -3.7089 0.4299
H -1.2084 -1.9653 0.9540
H -2.0763 -1.2651 -1.5983
H -2.5667 -3.0228 -1.7176
H -4.6255 -2.1833 -0.9128
H -3.7687 -2.4580 0.7519
H -3.2432 0.0820 1.0175
H -5.8517 0.8425 1.1167
H -6.2527 -0.5576 -0.0843
H -4.3499 0.3298 -2.0435
H -2.7494 0.8545 -1.3238
C 6.9312 1.9770 1.5580
Cl 7.1437 3.3692 0.4859
Cl 5.5964 2.2568 2.6837
Cl 6.6555 0.5040 0.6168
H 7.8437 1.8476 2.1354
*
```